[1]
{
  "formula": "C36H52N3OP2SV",
  "method": "ωB97M-V/def2-TZVPD",
  "relative_energy_ev": 1.050,
  "spin_multiplicity": 4,
  "gap_ev": [5.38, 5.21],
  "homo_energy_ev": [-8.46, -8.44],
  "total_charge": 1,
  "s2": 3.778,
  "elements": ["C", "C", "C", "C", "C", "H", "H", "H", "N", "P", "P", "C", "H", "H", "C", "H", "C", "C", "C", "C", "C", "H", "H", "H", "C", "H", "H", "H", "C", "H", "H", "H", "C", "H", "H", "H", "C", "H", "H", "H", "C", "H", "H", "H", "C", "H", "H", "H", "C", "H", "H", "H", "C", "H", "H", "H", "C", "H", "H", "H", "C", "H", "H", "H", "C", "H", "H", "H", "V", "C", "O", "N", "C", "C", "C", "C", "C", "H", "C", "H", "C", "H", "H", "H", "S", "C", "N", "C", "C", "C", "C", "H", "H", "H", "H", "H"],
  "xyz": [[-1.89, 2.26, -0.12], [-1.38, 1.27, -2.19], [-2.65, 3.25, -0.75], [-1.90, 2.40, -2.85], [-2.55, 3.38, -2.14], [-3.25, 3.94, -0.15], [-1.72, 2.48, -3.93], [-2.98, 4.23, -2.65], [-1.23, 1.30, -0.80], [-0.41, 1.40, 2.10], [-0.62, -1.40, -2.08], [-1.83, 2.27, 1.39], [-1.82, 3.29, 1.80], [-2.73, 1.83, 1.84], [-1.06, 0.12, -2.98], [-0.61, 0.31, -3.97], [1.00, -2.43, -2.64], [-2.25, -2.18, -2.90], [0.92, 2.76, 2.33], [-1.02, 0.86, 3.85], [2.04, -2.53, -1.52], [1.63, -2.91, -0.58], [2.82, -3.24, -1.84], [2.53, -1.57, -1.30], [0.66, -3.88, -3.03], [0.29, -4.45, -2.17], [-0.06, -3.95, -3.85], [1.59, -4.36, -3.37], [1.59, -1.67, -3.81], [2.55, -2.14, -4.08], [0.96, -1.68, -4.70], [1.80, -0.62, -3.55], [-2.60, -3.52, -2.27], [-3.10, -3.36, -1.31], [-3.29, -4.06, -2.93], [-1.74, -4.16, -2.08], [-3.42, -1.21, -2.66], [-3.53, -0.98, -1.58], [-3.31, -0.26, -3.20], [-4.35, -1.69, -3.03], [-1.96, -2.28, -4.42], [-1.34, -1.44, -4.79], [-1.48, -3.22, -4.70], [-2.91, -2.21, -4.97], [0.22, 0.49, 4.70], [-0.12, 0.01, 5.63], [0.87, -0.21, 4.16], [0.80, 1.38, 4.98], [-1.89, -0.40, 3.68], [-2.82, -0.18, 3.13], [-1.35, -1.21, 3.18], [-2.18, -0.77, 4.69], [-1.88, 1.90, 4.58], [-2.20, 1.47, 5.54], [-1.35, 2.83, 4.80], [-2.79, 2.14, 4.01], [0.99, 3.60, 1.04], [1.80, 4.34, 1.17], [1.20, 3.00, 0.15], [0.07, 4.16, 0.89], [2.30, 2.11, 2.56], [2.61, 1.51, 1.69], [3.05, 2.91, 2.69], [2.34, 1.45, 3.44], [0.57, 3.72, 3.47], [-0.48, 4.04, 3.41], [0.77, 3.33, 4.48], [1.18, 4.63, 3.35], [0.09, -0.10, 0.18], [-1.52, -0.90, 0.57], [-2.65, -1.22, 0.76], [2.12, 0.54, -0.26], [3.14, 1.13, -0.51], [3.79, 1.76, -1.64], [5.16, 2.03, -1.69], [2.96, 1.99, -2.77], [5.64, 2.82, -2.74], [5.79, 1.56, -0.93], [3.46, 2.73, -3.85], [1.98, 1.51, -2.82], [4.78, 3.20, -3.79], [6.71, 3.05, -2.75], [2.83, 2.93, -4.73], [5.17, 3.85, -4.59], [1.29, -1.63, 1.76], [0.29, -2.82, 2.52], [0.42, -2.99, 3.89], [-0.50, -3.67, 4.64], [-1.53, -4.32, 4.00], [-1.55, -4.38, 2.60], [-0.63, -3.63, 1.86], [1.18, -2.50, 4.35], [-0.36, -3.64, 5.71], [-2.30, -4.82, 4.58], [-2.28, -5.01, 2.09], [-0.60, -3.66, 0.77]]
}

---

[2]
{
  "formula": "C6H15NO",
  "method": "ωB97M-V/def2-TZVPD",
  "relative_energy_ev": 1.172,
  "spin_multiplicity": 2,
  "gap_ev": [2.97, 9.68],
  "homo_energy_ev": [1.05, -5.93],
  "total_charge": -1,
  "s2": 0.751,
  "elements": ["C", "C", "C", "H", "H", "H", "H", "H", "H", "H", "H", "C", "C", "C", "O", "N", "H", "H", "H", "H", "H", "H", "H"],
  "xyz": [[2.41, 2.03, -0.61], [1.33, 2.33, -1.65], [2.94, 0.50, -0.79], [3.22, 2.65, -0.91], [2.21, 2.29, 0.41], [0.76, 1.49, -1.98], [4.11, 0.55, -0.88], [1.95, 2.55, -2.58], [0.61, 3.06, -1.18], [2.68, -0.14, 0.04], [2.61, 0.03, -1.74], [-2.08, -0.53, -0.04], [-2.93, 0.19, 1.19], [-1.08, -1.49, 0.49], [-0.82, -2.58, -0.03], [-0.23, -1.19, 1.57], [-2.71, -1.01, -0.80], [-1.51, 0.31, -0.61], [-3.84, 0.53, 0.62], [-2.34, 1.05, 1.45], [0.36, -1.82, 2.00], [-0.35, -0.30, 1.87], [-3.13, -0.48, 2.03]]
}

---

[3]
{
  "formula": "C7H37NO12",
  "method": "ωB97M-V/def2-TZVPD",
  "relative_energy_ev": 2.850,
  "spin_multiplicity": 2,
  "gap_ev": [9.79, 6.75],
  "homo_energy_ev": [-13.35, -13.35],
  "total_charge": 1,
  "s2": 0.759,
  "elements": ["C", "C", "C", "N", "C", "C", "C", "C", "H", "H", "H", "H", "H", "H", "H", "H", "H", "H", "H", "H", "H", "H", "H", "O", "H", "H", "O", "H", "H", "O", "H", "H", "O", "H", "H", "O", "H", "H", "O", "H", "H", "O", "H", "H", "O", "H", "H", "O", "H", "H", "O", "H", "H", "O", "H", "H", "O"],
  "xyz": [[0.48, 2.51, 1.31], [-0.72, 3.05, 0.53], [-0.97, 2.73, -0.95], [1.20, 2.24, -2.92], [0.25, 1.31, -2.71], [-0.56, 1.46, -1.59], [1.02, -0.86, -3.42], [0.20, 0.16, -3.67], [1.37, 3.00, 0.93], [0.51, 1.43, 1.20], [0.39, 2.79, 2.34], [-0.83, 4.12, 0.71], [-1.64, 2.72, 1.07], [-2.08, 2.72, -1.01], [-0.68, 3.56, -1.62], [1.49, 2.77, -2.11], [1.94, 2.02, -3.57], [-1.10, 0.64, -1.11], [0.96, -1.74, -4.07], [1.64, -0.82, -2.52], [-0.41, 0.24, -4.55], [0.19, -2.48, -2.16], [0.27, -3.95, -1.74], [0.79, -3.23, -2.13], [4.18, 0.76, -0.34], [3.10, 1.65, -0.77], [4.05, 1.63, -0.74], [0.73, -2.46, 3.05], [-0.48, -2.84, 2.12], [0.48, -2.84, 2.20], [-1.46, -3.59, 0.28], [-0.27, -4.44, 0.80], [-0.62, -4.00, 0.02], [-2.36, -1.95, -1.19], [-2.11, -1.08, -2.44], [-2.79, -1.39, -1.85], [-1.83, 1.49, 1.89], [-2.90, 0.54, 1.35], [-2.00, 0.56, 1.76], [-3.47, -1.59, 0.51], [-2.53, -2.05, 1.57], [-2.81, -2.27, 0.67], [-3.19, 0.04, -1.04], [-4.14, 1.19, -0.78], [-3.64, 0.53, -0.29], [0.50, -0.10, 3.77], [-0.93, 0.11, 3.29], [-0.41, -0.25, 4.03], [2.74, -0.68, 1.43], [4.18, -0.41, 1.46], [3.34, 0.04, 1.64], [1.85, 1.58, 4.23], [2.38, 0.75, 3.13], [1.85, 1.56, 3.27], [1.96, -2.88, -0.02], [0.98, -2.00, 0.44], [1.93, -1.97, 0.29]]
}

---

[4]
{
  "formula": "C2H2ClOPS2",
  "method": "ωB97M-V/def2-TZVPD",
  "relative_energy_ev": 0.493,
  "smiles": "S=[P@]1(Cl)OC=CS1",
  "gap_ev": 9.11,
  "homo_energy_ev": -9.09,
  "total_charge": 0,
  "elements": ["C", "C", "O", "P", "S", "S", "Cl", "H", "H"],
  "xyz": [[-1.08, 0.01, -0.64], [-1.19, -0.09, 0.70], [0.18, 0.43, -1.13], [1.36, 0.28, -0.09], [2.76, 1.73, -0.32], [0.19, 0.26, 1.74], [1.67, -1.69, -0.16], [-1.83, -0.43, -1.19], [-2.07, -0.52, 1.08]]
}

---

Number 1: E -3667.130268 hartree. Number 2: E -367.520346 hartree. Number 3: E -1246.190290 hartree. Number 4: E -1750.602247 hartree.